23 unconnected molecules or ions with the total composition C34H114N24O34 at a distorted geometry. Source: the Open Molecules 2025 dataset; level of theory: ωB97M-V/def2-TZVPD.

- Total energy: -142483.404 eV
- HOMO level: -8.86 eV
- F_max: 0.15166 Eh/bohr
- Lowest unoccupied orbital energy: -0.87 eV

```
206
C34H114N24O34 | the Open Molecules 2025 dataset | ωB97M-V/def2-TZVPD
C -1.7130 4.1250 -2.6161
O -0.6851 4.4943 -2.0721
N -1.9567 2.8851 -2.8048
N -2.4863 4.9631 -3.1885
H -1.1948 2.3164 -2.4639
H -2.9234 2.6017 -2.8781
H -2.1687 5.9216 -3.1660
H -3.4129 4.6884 -3.4817
C -1.2092 2.8400 1.3096
O -1.4956 2.5948 2.4596
N -1.9352 2.7586 0.2925
N -0.0555 3.2507 0.8944
H -1.5347 2.9253 -0.6196
H -2.7888 2.2408 0.4452
H 0.6872 3.2549 1.5789
H 0.4170 3.2880 0.0026
C -0.6851 0.2163 -5.4075
O 0.1181 0.7680 -4.6066
N -1.1964 0.8727 -6.4466
N -0.8890 -1.0292 -5.4426
H -2.0485 0.4369 -6.7692
H -1.0440 1.8672 -6.5361
H -1.7146 -1.2891 -5.9631
H -0.5562 -1.7087 -4.7735
C 3.7937 -4.6891 2.6611
O 3.8922 -5.5637 3.4341
N 3.0543 -4.7524 1.5521
N 4.4793 -3.5255 2.7507
H 2.6142 -5.6564 1.4568
H 2.7696 -3.9985 0.9432
H 4.2152 -2.8202 2.0777
H 5.1288 -3.2690 3.4804
C 3.7279 5.3933 0.3064
O 4.5602 4.8789 -0.4006
N 2.6059 4.7568 0.5698
N 3.6832 6.6083 0.8054
H 1.9482 5.1951 1.1987
H 2.5747 3.7678 0.3671
H 2.9184 6.9519 1.3686
H 4.0919 7.3204 0.2171
C 2.5737 -4.5062 6.9899
O 2.4382 -3.4448 7.5509
N 3.3515 -5.5227 7.4725
N 1.9518 -4.8675 5.9343
H 3.1589 -6.4059 7.0221
H 3.9803 -5.4396 8.2586
H 1.4765 -4.1140 5.4585
H 1.8956 -5.8367 5.6558
C -7.4559 -1.8138 0.6191
O -7.8111 -2.9694 0.3597
N -8.1887 -0.7042 0.5653
N -6.2762 -1.5748 1.0249
H -7.9043 0.2310 0.8198
H -9.1441 -0.8269 0.2615
H -6.1216 -0.5798 1.1030
H -5.5209 -2.2261 0.8653
C 2.6839 -1.4464 -6.9743
O 3.7139 -2.0731 -7.2792
N 2.7659 -0.3360 -6.2901
N 1.4673 -1.8492 -7.2502
H 3.7222 -0.0270 -6.1896
H 2.0280 0.1017 -5.7572
H 0.6389 -1.4347 -6.8477
H 1.4707 -2.7724 -7.6598
C 1.1765 -5.1665 -1.1759
O 0.3215 -4.4304 -0.6390
N 2.2392 -4.6859 -1.7906
N 1.0718 -6.4734 -1.2287
H 2.7686 -5.3359 -2.3538
H 2.5843 -3.7903 -1.4760
H 0.2077 -6.8607 -0.8772
H 1.6350 -6.9576 -1.9131
C -5.0848 1.4205 -0.9592
O -4.5082 1.6314 0.0423
N -4.9920 0.2972 -1.6036
N -5.8971 2.2245 -1.5511
H -5.1691 0.1987 -2.5930
H -4.3793 -0.3198 -1.0897
H -6.2210 1.8313 -2.4233
H -6.1845 3.1151 -1.1713
C 2.8747 2.9361 -3.6396
O 3.6988 2.0681 -3.8212
N 2.5093 3.4072 -2.4891
N 2.2073 3.5374 -4.6007
H 2.1639 4.3550 -2.4407
H 3.0494 3.1509 -1.6750
H 2.3128 3.3422 -5.5860
H 1.4590 4.1571 -4.3250
C -0.6689 -4.5472 3.1401
O -0.8243 -3.3393 3.0524
N -1.2027 -5.2187 4.1009
N -0.1514 -5.3140 2.2770
H -1.2614 -6.2261 4.0567
H -1.7411 -4.6220 4.7125
H 0.3813 -4.8075 1.5843
H -0.1517 -6.3162 2.1525
C 0.0015 -0.5302 0.1019
C -0.1394 -0.2093 -1.4204
O 0.6532 0.9430 -1.7536
O 1.2920 -0.9121 0.5496
H -0.6496 -1.3946 0.2324
H -0.2027 0.3640 0.6909
H -1.1486 0.2019 -1.4417
H -0.0254 -1.0386 -2.1185
H 0.8019 1.0301 -2.6980
H 1.2633 -1.5434 1.2723
C 3.8470 -0.5000 6.2227
C 4.6610 -1.5277 5.5037
O 6.0202 -1.7640 5.8960
O 3.7183 -0.8405 7.6086
H 2.8264 -0.5037 5.8402
H 4.3098 0.4868 6.2179
H 4.5003 -1.3808 4.4357
H 4.2251 -2.5267 5.5086
H 6.0455 -2.1751 6.7631
H 3.3136 -1.7067 7.5217
C -0.8320 5.0989 -6.4171
C -2.1938 5.1980 -7.0602
O -2.3036 5.1448 -8.4568
O -0.2980 6.3930 -6.1994
H -0.2068 4.4767 -7.0575
H -0.9970 4.5972 -5.4636
H -2.6912 6.0957 -6.6932
H -2.6414 4.2404 -6.7938
H -2.2501 6.0424 -8.7931
H -0.1284 6.7647 -7.0682
C 0.2805 -0.2116 4.2021
C -0.4290 -0.3477 5.5735
O -1.7799 -0.7393 5.2860
O 0.8703 -1.4191 3.6888
H 1.1965 0.3742 4.2790
H -0.3222 0.3091 3.4580
H -0.3138 0.5115 6.2342
H 0.0609 -1.1552 6.1177
H -1.9948 -1.5648 5.7266
H 0.2168 -2.1171 3.6030
C -4.8430 1.2452 -4.9732
C -5.3345 2.7455 -4.8629
O -4.6979 3.3523 -3.7611
O -5.5540 0.3565 -4.1422
H -3.8050 1.1625 -4.6510
H -5.0212 0.9592 -6.0098
H -6.4215 2.6686 -4.8872
H -5.0559 3.3054 -5.7557
H -5.3970 3.9735 -3.5444
H -6.4011 0.3843 -4.5930
C -3.3856 -3.4179 0.4485
C -3.0420 -4.8323 0.5406
O -3.8885 -5.5299 -0.3728
O -3.7449 -2.7962 1.6760
H -4.1176 -3.1923 -0.3270
H -2.5499 -2.8190 0.0866
H -3.1570 -5.1504 1.5767
H -2.0109 -5.1655 0.4230
H -3.8837 -6.4540 -0.1126
H -2.9809 -2.8425 2.2555
C 0.9943 4.1721 5.0578
C 2.3754 3.5125 5.0616
O 3.4394 4.4524 4.6564
O 0.2254 4.1786 3.9071
H 1.0490 5.1391 5.5577
H 0.3841 3.5547 5.7171
H 2.4085 2.7341 4.2993
H 2.4979 3.1167 6.0697
H 4.0493 4.0575 4.0289
H -0.2324 3.3661 3.6793
C -2.4314 2.9770 6.0279
C -2.0964 2.5273 7.4632
O -3.3697 2.7112 8.1330
O -3.2821 2.0242 5.4583
H -1.5801 2.8140 5.3671
H -2.6954 4.0033 5.7725
H -1.2684 3.1388 7.8217
H -1.8719 1.4650 7.5585
H -4.1190 2.6048 7.5424
H -2.9327 1.7137 4.6198
C 4.3408 1.5263 0.9132
C 5.1333 1.9360 2.2252
O 5.1934 3.3392 2.4504
O 2.9808 1.9660 0.9938
H 4.2798 0.4390 0.8659
H 4.7220 1.9588 -0.0118
H 6.1804 1.7538 1.9832
H 4.9136 1.3381 3.1097
H 5.3919 3.7455 1.6036
H 2.3484 1.2794 0.7696
C 3.5447 -0.8362 -2.1476
C 4.8871 -1.1158 -2.7627
O 5.5005 -0.0024 -3.3219
O 3.2552 -1.8031 -1.1450
H 2.7956 -0.7836 -2.9377
H 3.4729 0.1935 -1.7976
H 4.9238 -2.0045 -3.3927
H 5.5210 -1.4357 -1.9357
H 4.7875 0.5500 -3.6507
H 2.4951 -1.3969 -0.7222
C -1.6042 -4.7890 -3.6402
C -0.4715 -4.1243 -4.3962
O 0.1259 -3.0092 -3.7988
O -1.8542 -4.3140 -2.2512
H -1.4274 -5.8639 -3.6765
H -2.3604 -4.6082 -4.4042
H -0.5854 -4.1027 -5.4800
H 0.4531 -4.6985 -4.4544
H -0.0673 -3.1596 -2.8705
H -2.3891 -5.0615 -1.9741
```

=====

9 unconnected molecules or ions with the total composition C26H64NO12S11 at a distorted geometry. Source: the Open Molecules 2025 dataset; level of theory: ωB97M-V/def2-TZVPD.

- Total energy: -173234.462 eV
- HOMO level: -10.10 eV
- F_max: 0.07869 Eh/bohr
- Net charge: +1
- Lowest unoccupied orbital energy: -3.51 eV

```
114
C26H64NO12S11 | the Open Molecules 2025 dataset | ωB97M-V/def2-TZVPD
C -6.3256 1.8360 0.8094
C -6.6198 0.4222 0.2283
C -5.8846 -0.5604 1.1652
O -6.4997 -1.8787 1.2153
C -5.4786 -2.7515 1.5048
O -5.1214 -2.9208 2.6013
C -4.8019 -3.4723 0.3221
S -3.1568 -2.6643 0.1452
C -3.3009 -1.6542 -1.3655
C -2.7140 -2.3037 -2.6609
S -1.2677 -1.1763 -2.9143
C -2.0351 0.1436 -2.0450
N -3.0230 -0.2252 -1.2928
O -6.0362 0.4294 -1.1024
C -6.5051 -0.5417 -1.9263
O -7.2323 -1.4089 -1.6125
C -5.9408 -0.4515 -3.3754
S -6.6698 -1.6486 -4.5216
H -6.5129 2.5334 -0.0273
H -6.9326 2.0611 1.6912
H -5.2232 1.8627 1.0007
H -7.7040 0.2335 0.2292
H -4.8070 -0.6125 0.9309
H -5.9833 -0.1430 2.1842
H -4.7237 -4.5467 0.5233
H -5.4086 -3.2950 -0.5823
H -4.3923 -1.6825 -1.5803
H -3.3243 -2.0937 -3.5513
H -2.5033 -3.3500 -2.4230
H -1.6731 1.1683 -2.1689
H -3.5705 0.4451 -0.7510
H -6.2135 0.5533 -3.7416
H -4.8389 -0.4794 -3.3109
H -6.8388 -2.8165 -3.8521
C -0.8590 0.1488 -6.7084
S -2.4398 0.9505 -6.4124
O -3.2070 0.0834 -5.4623
C -3.1091 0.6711 -8.0571
H -0.2784 0.1708 -5.7883
H -1.0197 -0.8875 -7.0089
H -0.3168 0.6860 -7.4862
H -3.1267 -0.3978 -8.2722
H -2.4963 1.1946 -8.7910
H -4.1240 1.0644 -8.0867
C -2.8521 2.6133 5.1010
S -3.4336 1.3295 3.9898
O -4.0755 2.0097 2.8184
C -4.7565 0.7323 5.0530
H -2.0381 3.1469 4.6160
H -3.6623 3.3097 5.3198
H -2.4847 2.1620 6.0211
H -5.4483 1.5460 5.2746
H -4.3299 0.3373 5.9749
H -5.2861 -0.0641 4.5310
C 2.9715 0.5241 -3.0834
S 2.4501 1.0651 -4.7157
O 2.1704 -0.1580 -5.5245
C 4.0551 1.6940 -5.2233
H 2.1219 0.0547 -2.5865
H 3.7839 -0.1981 -3.1741
H 3.2991 1.3852 -2.5004
H 4.7962 0.8954 -5.1756
H 4.3460 2.5173 -4.5708
H 3.9723 2.0552 -6.2473
C -0.9219 6.4335 8.0395
S -1.1646 4.6721 8.2816
O -0.9533 4.0081 6.9618
C -2.9441 4.7600 8.5574
H 0.1280 6.6022 7.8130
H -1.5379 6.7803 7.2081
H -1.1841 6.9659 8.9533
H -3.4327 5.2142 7.6938
H -3.1443 5.3462 9.4546
H -3.3202 3.7469 8.6962
C 2.7310 6.3481 11.9455
S 2.1429 5.0576 10.8390
O 1.5039 5.7296 9.6742
C 0.8208 4.4734 11.9108
H 3.5454 6.8755 11.4516
H 1.9233 7.0479 12.1627
H 3.0985 5.8974 12.8678
H 0.1329 5.2912 12.1299
H 1.2476 4.0814 12.8343
H 0.2872 3.6783 11.3923
C 5.5695 -1.7252 -0.9922
S 7.0155 -0.9613 -1.7448
O 6.5338 -0.1112 -2.8720
C 7.6795 -2.4739 -2.4559
H 4.9799 -0.9432 -0.5154
H 4.9688 -2.2191 -1.7577
H 5.8888 -2.4465 -0.2398
H 6.9467 -2.9206 -3.1300
H 7.9312 -3.1718 -1.6565
H 8.5802 -2.2249 -3.0137
C 2.5762 -4.6556 -5.8796
S 0.9944 -3.8543 -5.5816
O 0.2259 -4.7141 -4.6343
C 0.3275 -4.1379 -7.2291
H 3.1512 -4.6285 -4.9555
H 2.4167 -5.6921 -6.1788
H 3.1160 -4.1159 -6.6579
H 0.3093 -5.2071 -7.4428
H 0.9412 -3.6161 -7.9641
H -0.6877 -3.7443 -7.2601
C 12.7705 -3.8923 -2.3907
S 11.0960 -3.6388 -1.7841
O 11.1819 -3.4046 -0.3197
C 10.5505 -5.3381 -2.0271
H 13.3136 -2.9537 -2.2938
H 13.2664 -4.6623 -1.7993
H 12.7379 -4.1848 -3.4407
H 11.1878 -6.0161 -1.4587
H 10.5890 -5.5849 -3.0888
H 9.5240 -5.4230 -1.6732
```

=====

2 unconnected molecules or ions with the total composition C4H8FP at a distorted geometry. Source: the Open Molecules 2025 dataset; level of theory: ωB97M-V/def2-TZVPD.

- Spin multiplicity: 3
- Total energy: -16277.667 eV
- HOMO level (alpha / beta): -7.74 / -8.91 eV
- F_max: 0.10667 Eh/bohr
- Lowest unoccupied orbital energy (alpha / beta): 0.32 / -0.33 eV
- Energy above the lowest of the compared OMol25 structures with the same formula, charge and spin: 42.6 kcal per mole

```
14
C4H8FP | the Open Molecules 2025 dataset | ωB97M-V/def2-TZVPD
C -0.0030 1.6963 -0.3476
C 1.5831 -0.2596 -0.3171
C -2.2152 -1.6236 0.3267
C 1.3258 1.2829 0.0030
F -0.3986 2.7572 0.2992
P -2.9311 0.0823 -0.0494
H 1.3376 -0.9912 0.3865
H 2.7629 -0.4681 -0.4156
H 1.1669 -0.4344 -1.2238
H -2.8773 -2.0647 1.0106
H -2.0507 -2.1246 -0.6258
H -1.2977 -1.3553 0.7108
H 1.8526 1.9861 -0.7995
H 1.7445 1.5166 1.0419
```

=====

2 unconnected molecules or ions with the total composition C3H3FN2 at a distorted geometry. Source: the Open Molecules 2025 dataset; level of theory: ωB97M-V/def2-TZVPD.

- Total energy: -8853.726 eV
- HOMO level: -9.47 eV
- F_max: 0.07268 Eh/bohr
- Lowest unoccupied orbital energy: 0.69 eV
- Energy above the lowest of the compared OMol25 structures with the same formula, charge and spin: 77.3 kcal per mole

```
9
C3H3FN2 | the Open Molecules 2025 dataset | ωB97M-V/def2-TZVPD
C -0.0493 2.2079 -0.7457
C -0.1017 1.0118 -0.7457
C -0.7070 -1.2051 0.0466
N -1.0409 -2.1464 0.7206
N -0.1885 -0.2308 -0.4196
F 1.7959 -0.1341 0.9933
H -0.0239 3.2709 -0.5867
H 1.5472 0.3306 0.2866
H -1.2318 -3.1047 0.4506
```

=====

What is the F_max in the third record? 0.10667 Eh/bohr

=====

Number 1 is which compound? C34H114N24O34